The following is a DFT calculation (ωB97M-V/def2-TZVPD) of C5H11N3O in the gas phase.

Positions of all 20 atoms, in Å:
H -2.06 1.46 -2.34
N -1.49 1.21 -1.52
C -0.38 0.68 -1.92
C 0.71 0.17 -1.03
C 1.88 -0.10 -1.61
N 0.47 0.00 0.33
C 0.46 1.16 1.23
N -0.21 -1.19 0.68
C -1.51 -0.94 1.33
O 0.57 -1.95 1.63
H -0.18 0.60 -3.00
H 2.71 -0.47 -1.01
H 2.06 0.04 -2.67
H -0.48 1.71 1.15
H 0.60 0.84 2.27
H 1.28 1.83 0.98
H -1.39 -0.52 2.34
H -2.13 -0.26 0.74
H -2.06 -1.88 1.42
H 1.15 -2.41 1.01

Output
* LUMO level: 0.59 eV
* highest occupied orbital energy: -0.3204 Ha
* multiplicity: 1
* SMILES: [H]/N=C/C(=C)N(C)N(C)O
* charge: 0
* energy relative to the best compared isomer or geometry (same formula, charge and spin): 4.493 eV
* calculated total energy: -11877.2775 eV

Okay, here come the natural (NBO) numbers, in e, for every atom: number 1, H, carries 0.3406; number 2, N, carries -0.6244; number 3, C, carries 0.0922; number 4, C, carries 0.1067; number 5, C, carries -0.3265; number 6, N, carries -0.3639; number 7, C, carries -0.4305; number 8, N, carries -0.0130; number 9, C, carries -0.4518; number 10, O, carries -0.5968; number 11, H, carries 0.1524; number 12, H, carries 0.2079; number 13, H, carries 0.2005; number 14, H, carries 0.1939; number 15, H, carries 0.2131; number 16, H, carries 0.2101; number 17, H, carries 0.1815; number 18, H, carries 0.2291; number 19, H, carries 0.2106; number 20, H, carries 0.4685